Record 1
73
Properties=species:S:1:pos:R:3:forces:R:3:mulliken_spin:R:1 method="wB97M-V/def2-TZVPD" charge=-3 multiplicity=3 gap_ev="3.20 / 6.88"
O 12.670790 -19.493660 -15.195330 -4.977 -0.119 -1.657 -0.050
V 14.119360 -19.323730 -14.681100 2.635 -0.352 0.965 2.049
C 15.710270 -21.660980 -18.543160 -1.081 1.166 1.542 0.006
F 14.559210 -21.344280 -19.197880 0.550 -0.113 0.047 0.000
F 16.204470 -22.745540 -19.155880 0.485 0.616 -0.077 0.000
F 16.531690 -20.544600 -18.680830 -0.542 -1.805 -0.261 0.000
S 15.343860 -22.001040 -16.653250 0.874 -0.176 3.456 0.012
O 14.251910 -22.971690 -16.609120 0.745 0.398 -1.334 -0.001
O 16.616070 -22.452810 -16.085830 -0.913 -0.106 -2.340 0.000
O 14.970370 -20.729880 -16.032730 0.724 -0.942 -2.674 0.006
C 15.722000 -15.127960 -13.479610 -1.952 -3.006 0.041 0.005
F 16.261960 -16.025940 -12.580730 -0.739 1.363 -0.528 0.000
F 15.662150 -13.921480 -12.950920 0.326 0.520 0.380 0.000
F 16.518470 -15.141710 -14.520920 0.839 0.534 -0.753 0.000
S 13.920040 -15.727950 -14.082040 -1.339 -1.341 -0.908 0.009
O 13.025020 -15.364440 -12.982390 0.982 0.132 -0.213 0.001
O 13.630180 -14.955540 -15.322820 1.216 -0.842 1.634 0.001
O 13.997080 -17.204670 -14.284760 0.796 3.998 0.569 0.010
C 18.769500 -18.452460 -14.311750 -1.864 -1.293 0.158 0.001
F 18.758070 -17.270060 -13.722700 0.682 0.791 -0.229 0.000
F 18.486740 -18.291630 -15.652300 1.161 -0.152 1.558 0.000
F 19.988480 -19.038810 -14.114070 -1.031 0.802 -0.695 0.000
S 17.370670 -19.496780 -13.505930 -1.520 -5.150 -0.402 -0.006
O 17.629230 -20.867520 -13.999520 0.782 2.778 0.449 0.001
O 17.449360 -19.414500 -12.055390 0.770 1.405 -0.641 -0.001
O 16.067800 -19.034510 -14.032150 2.632 1.450 0.520 -0.043
C 13.000030 -23.526790 -13.049990 2.159 1.756 0.317 0.001
F 12.833770 -23.956330 -14.262210 -0.255 -0.727 -1.299 0.000
F 11.876750 -22.828250 -12.741250 0.187 -0.859 0.733 0.000
F 13.218750 -24.604590 -12.262300 -0.985 0.194 0.321 0.000
S 14.553810 -22.388080 -12.903080 2.980 0.813 -2.196 -0.004
O 15.731880 -23.037290 -13.494250 -2.406 -0.654 0.833 0.001
O 14.189230 -21.201350 -13.674010 -0.865 -1.584 1.245 -0.011
O 14.719310 -22.141180 -11.501390 -0.973 -0.254 1.529 0.002
C 11.630660 -19.739510 -10.897550 0.128 -0.248 -0.203 0.002
C 13.053250 -19.383150 -10.424400 -0.606 -0.503 1.339 0.005
C 13.566400 -18.472230 -11.476150 -0.528 0.761 -0.541 0.008
O 13.041820 -19.011350 -12.672000 -1.321 -0.287 0.163 -0.012
C 11.689000 -19.521740 -12.419760 1.337 -0.505 0.430 0.013
H 10.862570 -19.128650 -10.423210 0.029 0.300 0.015 0.000
H 11.337760 -20.774960 -10.723920 0.254 -0.125 0.295 0.000
H 13.665620 -20.278510 -10.317440 0.057 0.032 -0.245 0.000
H 13.030170 -18.868520 -9.463820 -0.001 -0.019 0.295 -0.002
H 14.648990 -18.346080 -11.462690 0.053 -0.449 -0.579 -0.007
H 13.135330 -17.472110 -11.431050 -0.006 0.391 0.579 0.002
H 11.643010 -20.476490 -12.943640 -0.017 0.308 -0.180 -0.001
H 10.844110 -18.903220 -12.722550 0.468 0.559 -0.509 0.001
C 9.710180 -22.207750 -16.866310 -0.106 -0.753 0.720 0.000
C 9.486750 -20.990430 -17.703540 -0.246 0.625 -0.552 0.000
C 10.842710 -20.722090 -18.295660 0.323 -0.770 -0.062 0.000
O 11.683190 -21.061690 -17.239320 1.098 0.321 0.405 0.001
C 11.220970 -22.267740 -16.610910 -0.053 1.185 -0.818 -0.004
H 9.459400 -23.101580 -17.437510 -0.571 -0.170 0.317 0.000
H 9.151290 -22.078310 -15.939490 -0.164 -0.647 0.016 0.000
H 9.322570 -20.132600 -17.051410 -0.485 0.047 -0.081 0.000
H 8.689310 -21.138800 -18.431670 -0.201 0.295 -0.027 0.000
H 10.938330 -19.696160 -18.651220 0.435 0.194 0.469 0.000
H 11.127620 -21.356210 -19.135190 -0.407 -0.374 -0.633 0.000
H 11.532080 -22.259770 -15.566290 0.071 0.165 -0.241 0.001
H 11.638020 -23.130630 -17.130130 0.312 -0.110 0.130 0.000
C 13.974860 -16.789270 -18.395180 -2.012 -0.878 -0.020 0.012
C 15.448260 -16.800810 -18.342340 1.649 0.280 -0.128 0.001
C 15.851680 -17.627660 -17.109580 -1.543 -0.342 0.148 0.007
O 14.606170 -18.287820 -16.689970 -0.040 1.273 -1.401 -0.015
C 13.613210 -18.155060 -17.749970 0.853 0.638 0.196 0.001
H 13.592020 -16.730550 -19.414050 0.055 -0.170 -0.338 -0.003
H 13.489250 -15.950160 -17.897030 0.270 -0.143 0.579 0.001
H 15.840250 -15.789260 -18.236440 0.227 0.066 -0.181 -0.002
H 15.823970 -17.235460 -19.268630 0.266 -0.074 -0.026 -0.001
H 16.206800 -16.935300 -16.346280 -0.296 -0.300 0.412 0.003
H 16.597310 -18.412800 -17.234800 -0.003 0.127 -0.366 0.000
H 12.581100 -18.238930 -17.409660 0.345 0.140 0.802 0.004
H 13.731340 -18.985320 -18.446260 0.293 -0.082 -0.271 -0.002


Record 2
60
Properties=species:S:1:pos:R:3:forces:R:3:mulliken_charge:R:1 method="wB97M-V/def2-TZVPD" de_lowest_kcal_mol=74.8 multiplicity=1 gap_ev=8.89
Na -11.894328 9.737094 9.760541 -0.293 0.236 0.078 1.001
P -15.923364 12.002650 10.661232 -3.051 -3.199 -0.623 1.144
F -14.691993 11.334404 11.477650 0.669 0.869 -0.021 -0.345
F -16.817622 10.679245 11.080209 0.677 -0.648 -0.003 -0.377
F -16.564305 12.644201 12.034571 1.178 0.884 -1.335 -0.349
F -17.197709 12.325603 9.713878 -0.129 1.805 0.485 -0.354
F -15.135898 13.294330 10.181626 0.114 0.106 0.842 -0.315
F -15.392982 11.182692 9.296221 1.053 -0.052 0.542 -0.403
C -12.528118 4.516685 17.792312 0.865 0.829 -0.529 -1.360
C -11.500114 5.431486 17.046212 -0.439 -1.682 1.167 0.404
C -10.240452 4.721230 16.499118 0.535 0.761 1.430 -0.397
O -10.190846 4.927213 15.104956 -2.306 1.132 -0.607 -0.317
C -11.274393 5.777638 14.812555 0.603 1.441 -1.983 0.628
O -11.442726 6.388781 13.767255 0.544 -2.049 2.272 -0.547
O -12.065181 5.943957 15.890711 -0.516 0.457 -1.650 -0.342
H -12.601168 3.553281 17.287721 -0.187 0.056 -0.010 0.353
H -13.485814 5.036965 17.808046 -0.040 -0.168 -0.063 0.349
H -12.220696 4.360262 18.826296 0.110 -0.046 -0.046 0.362
H -11.227678 6.269566 17.687697 0.023 -0.007 0.037 0.268
H -10.197999 3.666264 16.769961 0.183 0.098 -0.178 0.329
H -9.441572 5.333280 16.917773 0.626 -0.797 0.106 0.268
C -10.863587 10.581000 0.632307 1.165 -0.055 1.476 -1.277
C -10.029093 10.762564 1.988273 -2.794 0.188 -2.573 0.413
C -9.701664 12.170250 2.314835 0.367 0.553 0.307 -0.422
O -9.782998 12.110034 3.732622 1.896 2.808 0.883 -0.321
C -10.379647 11.043252 4.179686 -0.398 -0.590 4.624 0.710
O -10.507871 10.745731 5.380311 0.237 0.860 -3.308 -0.623
O -10.831917 10.373666 3.172938 0.243 -2.595 -3.013 -0.340
H -11.726864 11.235580 0.512466 -0.063 -0.133 0.541 0.347
H -11.131183 9.527984 0.544863 -0.145 0.142 -0.132 0.329
H -10.190464 10.844085 -0.183656 0.146 -0.162 -0.039 0.391
H -9.052642 10.313321 1.807073 -0.375 -1.250 0.937 0.227
H -10.325607 12.981882 1.940611 -0.326 -0.261 0.019 0.288
H -8.676401 12.342844 1.987490 0.028 0.448 0.364 0.278
C -10.405708 18.640036 12.200702 -0.406 0.062 -0.398 -1.377
C -11.076641 17.492124 11.395249 0.435 1.966 -0.562 0.506
C -10.607962 17.316174 9.939460 0.503 2.690 -0.731 -0.426
O -10.295286 15.986474 9.687803 -0.661 -0.758 1.609 -0.291
C -10.301056 15.389349 10.901136 -0.254 -3.060 -0.021 0.631
O -10.004436 14.202493 10.995609 -0.695 3.239 0.821 -0.579
O -10.780983 16.254629 11.896239 1.128 -3.564 0.146 -0.335
H -9.336915 18.529329 12.383817 -0.001 -0.167 -0.332 0.329
H -10.870281 18.860500 13.161787 -0.198 -0.714 0.129 0.361
H -10.611895 19.574198 11.678264 0.344 0.042 -0.424 0.373
H -12.139923 17.731634 11.408328 -0.257 -0.579 0.141 0.216
H -9.642647 17.801190 9.794467 -0.258 0.851 -0.153 0.287
H -11.376775 17.685629 9.260823 0.297 -0.099 -0.239 0.304
C -8.628139 5.178947 5.649779 0.401 -0.224 0.611 -1.260
C -8.349767 5.058191 7.172710 1.010 -0.608 -2.251 0.291
C -6.840037 5.221404 7.559291 -2.079 -0.364 -0.839 -0.449
O -6.982789 6.071922 8.679186 1.631 -0.648 1.684 -0.317
C -8.186830 6.599134 8.772767 -0.129 5.376 1.246 0.695
O -8.453399 7.597172 9.502074 0.387 -4.205 -2.228 -0.607
O -8.909579 6.190490 7.739062 -1.969 0.750 1.212 -0.320
H -9.590042 5.653963 5.456892 -0.056 -0.201 0.211 0.337
H -8.592438 4.218560 5.135504 0.054 0.032 0.064 0.346
H -7.864948 5.840026 5.239142 -0.037 -0.045 -0.190 0.311
H -8.760099 4.152606 7.619528 -0.175 0.005 0.009 0.350
H -6.313269 5.769550 6.778173 0.278 -0.220 0.107 0.311
H -6.446472 4.226193 7.766108 0.505 0.461 0.377 0.311